# 1
Entry from the OMol25 dataset: a 13-piece molecular cluster, C36H75N10O8 overall at a distorted geometry (the ωB97M-V functional and the def2-TZVPD basis).

```
129
Properties=species:S:1:pos:R:3:forces:R:3
C 0.109149 1.982254 -1.047088 -1.16 -2.07 0.24
N 0.178079 1.409262 0.366988 1.90 0.48 -0.61
C 1.295003 0.404286 0.336910 0.80 -1.34 0.98
C 0.680298 2.455206 1.348272 -0.60 -0.38 -0.44
C -1.134597 0.709917 0.666290 -0.40 1.90 0.39
C -1.328542 0.246429 2.113827 -0.02 -1.02 -1.08
O -0.358725 -0.720439 2.482232 0.07 -0.16 0.56
H -0.757663 2.628729 -1.137577 0.31 0.45 0.20
H -0.131591 1.056101 -1.579569 0.03 0.29 -0.55
H 1.053924 2.306996 -1.472370 0.15 0.38 0.65
H 0.954450 -0.574647 0.004992 -0.20 0.23 -0.42
H 1.673535 0.220653 1.343559 -0.55 0.09 0.17
H 2.221077 0.682365 -0.168742 -0.59 0.65 -0.71
H -0.046707 3.242455 1.522752 -0.18 -0.14 -0.13
H 1.561148 2.843640 0.842304 0.14 0.16 0.34
H 0.931312 1.925380 2.261267 0.01 0.25 0.14
H -1.292001 -0.002169 -0.140012 0.32 -0.62 0.49
H -1.888779 1.480513 0.483317 0.01 0.05 0.19
H -2.305666 -0.240854 2.055005 -0.15 0.26 0.28
H -1.356119 1.029059 2.870732 0.08 0.28 -0.31
H -0.796218 -1.578894 2.433999 0.17 -0.02 -0.34
C -2.345252 -3.102241 -0.204028 1.13 -1.10 0.20
O -1.680684 -2.497497 0.622755 -0.42 0.66 0.36
N -1.840133 -4.168003 -0.851681 -1.17 -0.65 -0.52
C -2.681676 -4.898308 -1.793788 0.02 0.02 0.02
C -0.574815 -4.788229 -0.516180 0.22 -0.10 -0.72
H -3.396861 -2.914771 -0.452466 0.01 0.43 -0.05
H -2.193759 -4.977032 -2.766191 0.00 0.20 -0.06
H -3.635585 -4.384099 -1.898552 0.02 0.01 -0.11
H -2.891690 -5.924282 -1.484745 0.07 0.04 0.31
H -0.300775 -5.405231 -1.374968 0.19 0.23 -0.09
H 0.180901 -4.018093 -0.387340 0.10 -0.18 0.32
H -0.640260 -5.512088 0.299225 -0.10 0.46 0.39
C 0.095853 0.053613 -4.444519 -0.28 -0.75 -0.15
O 0.063090 -0.541274 -3.388271 0.08 0.14 0.62
N -0.659663 -0.291273 -5.505425 0.27 0.35 -1.07
C -0.591329 0.455725 -6.760797 0.14 0.61 0.92
C -1.556897 -1.410604 -5.493826 -0.49 -1.04 0.19
H 0.760335 0.905261 -4.631397 0.05 0.22 -0.05
H 0.076931 1.303769 -6.593823 -0.07 0.03 -0.10
H -1.589699 0.852853 -6.942739 0.05 -0.03 -0.47
H -0.192993 -0.089525 -7.614055 -0.22 -0.35 0.08
H -1.151212 -2.327267 -5.936033 0.37 0.24 -0.13
H -1.842493 -1.712430 -4.486379 0.09 0.38 0.09
H -2.455669 -1.192708 -6.073519 -0.01 0.24 0.09
C 4.035560 1.744398 -3.526709 -0.22 0.44 -0.14
O 3.508605 1.694530 -2.428187 0.33 -0.02 0.21
N 3.612620 2.541248 -4.517301 -0.32 0.36 -0.42
C 4.099824 2.373835 -5.887193 -0.53 -0.21 0.17
C 2.421532 3.347156 -4.350525 -0.36 0.43 -0.71
H 4.918078 1.183410 -3.864944 0.10 -0.36 0.46
H 3.751655 3.219361 -6.474996 0.36 0.17 0.02
H 3.641385 1.491224 -6.342101 0.10 -0.08 -0.02
H 5.180646 2.274910 -5.924342 0.04 0.13 0.00
H 1.697747 3.108159 -5.137483 -0.09 -0.28 0.13
H 1.958015 3.219171 -3.380627 0.19 -0.18 0.10
H 2.613386 4.410051 -4.517168 0.33 0.00 0.23
C -2.821194 4.311809 -0.276221 -0.14 -0.64 0.63
O -2.185316 3.712269 0.578361 0.29 0.50 -0.15
N -2.312958 5.096705 -1.238598 -0.22 0.54 -0.30
C -0.961283 5.632033 -1.219378 -0.28 -0.18 -0.79
C -3.140217 5.461423 -2.375166 -0.40 -0.54 -0.03
H -3.918218 4.216633 -0.291522 0.03 0.03 -0.29
H -0.297583 5.046271 -1.864675 0.13 -0.20 0.32
H -0.582670 5.709705 -0.206172 0.04 -0.02 0.00
H -1.022804 6.597787 -1.723883 0.15 0.21 0.43
H -3.266830 6.533683 -2.520147 0.25 0.06 0.13
H -2.749781 5.002237 -3.287774 0.15 0.22 -0.05
H -4.129808 5.024328 -2.238256 -0.03 0.10 0.07
C 4.779978 -2.777115 -0.304801 -0.93 0.40 0.66
C 3.663185 -2.354886 -1.226589 -0.10 -0.29 -0.73
O 2.602213 -2.931744 -1.181609 -0.35 0.13 -0.02
C 3.940384 -1.250920 -2.222150 0.35 -0.03 -0.34
H 4.235528 -3.105887 0.584462 0.27 -0.02 0.15
H 5.371915 -1.895923 -0.061887 0.56 -0.38 -0.02
H 5.313770 -3.654657 -0.662389 0.32 0.29 -0.27
H 3.085532 -0.670835 -2.556211 -0.34 -0.17 0.54
H 4.316349 -1.684214 -3.156776 0.22 -0.31 0.22
H 4.714541 -0.585071 -1.844869 -0.04 0.10 -0.04
C -4.046707 1.806314 6.541533 0.57 -0.50 -0.35
C -3.952109 0.829103 5.388131 0.10 1.06 -0.12
O -4.430604 1.129055 4.315363 0.17 -0.56 0.01
C -3.172241 -0.429593 5.623807 -0.44 -0.87 -0.41
H -4.595947 2.675396 6.196358 -0.44 -0.10 0.40
H -3.037936 2.149480 6.791782 0.04 -0.15 0.03
H -4.422038 1.253316 7.404468 -0.30 0.48 0.13
H -2.365722 -0.297997 6.340452 0.14 0.04 -0.14
H -2.860026 -0.841994 4.662706 0.43 0.28 0.04
H -3.818261 -1.231133 5.999341 -0.19 0.29 0.29
C -5.084241 -1.776825 1.858023 1.94 0.30 0.22
C -5.683546 -2.817833 2.757162 -0.80 0.27 -0.71
O -6.358832 -2.494423 3.701722 0.12 -0.13 0.47
C -5.570957 -4.275426 2.350443 -0.53 -0.81 1.08
H -4.113425 -2.124081 1.482812 -0.44 -0.41 -0.65
H -4.700351 -0.894689 2.379719 -0.94 0.14 0.45
H -5.750799 -1.451231 1.063709 0.00 -0.19 -0.10
H -4.573767 -4.691262 2.502873 0.19 0.25 -0.41
H -5.982070 -4.547972 1.378483 0.41 0.50 -0.33
H -6.201362 -4.841092 3.044009 0.05 0.16 0.10
C 1.774001 0.360123 6.233516 0.35 1.21 -0.61
C 0.907399 1.271779 5.460442 0.68 -0.36 0.68
N 0.209535 1.964282 4.876411 -0.31 0.29 -0.37
H 1.791225 0.653774 7.282482 -0.81 -0.61 0.16
H 2.823828 0.551356 5.993223 -0.14 -0.24 -0.64
H 1.468503 -0.635995 5.933131 0.20 -0.29 0.68
C 5.488191 2.354011 0.609706 0.27 -0.29 0.37
C 6.532423 1.319242 0.547482 -0.12 0.39 0.07
N 7.380768 0.545016 0.558838 -0.18 -0.10 -0.08
H 4.609779 1.920991 1.087345 -0.11 -0.04 -0.20
H 5.260262 2.756152 -0.373005 -0.07 -0.13 -0.05
H 5.830757 3.155238 1.263463 0.10 0.05 -0.09
C -3.472097 0.766067 -3.326005 0.26 0.45 -0.83
C -4.016167 0.484888 -2.023352 -0.46 -0.24 0.42
N -4.446495 0.311398 -0.972903 0.13 -0.06 -0.05
H -2.385339 0.816708 -3.240295 -0.02 0.07 -0.16
H -3.881409 1.706591 -3.701785 0.22 0.16 0.25
H -3.730102 0.056198 -4.110726 -0.04 -0.40 0.40
C 1.906941 -3.571259 4.190454 0.14 -0.84 0.36
C 1.324232 -4.905982 4.135812 0.06 -0.19 -0.21
N 0.839423 -5.942769 4.086257 -0.08 -0.18 0.00
H 2.720965 -3.502037 3.471116 -0.32 0.28 -0.31
H 2.380142 -3.498369 5.171703 -0.30 0.47 0.07
H 1.071923 -2.893668 4.026940 0.47 0.53 0.02
C 6.007208 -2.016507 3.429462 -0.16 -0.39 -0.44
C 5.041350 -0.997805 3.011687 0.43 -0.18 0.15
N 4.252566 -0.199845 2.774408 -0.15 0.10 -0.19
H 5.440016 -2.834610 3.874981 0.16 0.14 0.43
H 6.764791 -1.599086 4.086398 -0.19 -0.01 0.23
H 6.535536 -2.486616 2.599418 -0.11 0.39 -0.28
```
Positions in Å, forces in eV/Å.

Calculated total energy = -2565.8864 Ha
Net charge = +1

These are the Mulliken partial charges, in e, on atoms 1 to 2: number 1, C, carries -0.851; number 2, N, carries 1.217


# 2
Entry from the OMol25 dataset: C36H76LiN4O4 as an isolated structure at a distorted geometry (the ωB97M-V functional and the def2-TZVPD basis).

```
121
Properties=species:S:1:pos:R:3:forces:R:3
Li 0.857418 -1.804354 0.006689 0.16 0.22 0.11
C -0.154965 -5.525826 1.353896 -0.34 -0.21 2.25
C -0.591008 -4.398434 0.495254 -0.69 0.71 -0.90
C -1.973290 -4.541950 -0.123541 0.07 -0.69 0.24
C -3.079716 -4.377518 0.866696 -1.49 0.61 -0.30
C -3.033694 -2.967841 1.520351 -2.34 -0.21 -1.07
C -1.722323 -2.670513 2.057436 3.75 0.80 3.30
N -0.637021 -3.067837 1.117638 -0.57 0.10 -0.08
O 0.558864 -2.890650 1.808785 1.25 3.80 -4.14
C -1.553444 -3.380519 3.501669 -1.01 1.37 -1.31
C -1.320306 -1.156144 2.379875 -1.92 -1.62 -1.75
C 0.378365 -4.238870 -0.625811 -0.59 -1.34 -2.26
H 0.841904 -5.556133 1.782019 0.46 0.87 -0.15
H -0.149462 -6.414588 0.811174 -0.41 -1.58 -1.15
H -0.803161 -5.677546 2.217564 -0.22 -0.09 -0.09
H -2.090812 -5.480046 -0.623285 0.24 -0.97 -0.15
H -2.035078 -3.857104 -0.945701 -0.25 0.91 -0.26
H -3.116216 -5.223797 1.558606 0.33 0.33 0.36
H -4.051755 -4.480196 0.339032 0.48 0.21 0.21
H -3.810898 -2.938274 2.316832 0.53 0.29 -0.47
H -3.287739 -2.187925 0.758261 -0.05 -0.71 0.37
H 0.512390 -3.454902 2.486981 0.29 -3.44 4.32
H -0.533688 -3.394088 3.803155 0.72 0.01 0.59
H -1.931871 -4.366517 3.489917 -0.42 -1.15 0.02
H -2.122078 -2.816043 4.260655 0.26 -0.10 -0.44
H -0.527880 -1.020083 3.055569 0.82 -0.23 0.93
H -2.223775 -0.754171 2.739737 -1.04 0.94 0.91
H -1.109148 -0.598772 1.477258 0.18 -0.03 -0.38
H 0.602583 -5.220205 -1.150425 -0.53 1.14 0.41
H 1.302411 -3.951102 -0.240991 1.76 0.72 0.46
H -0.037685 -3.508403 -1.356862 0.54 -0.45 0.22
C 3.561863 0.643726 -2.559332 2.13 2.99 -0.20
C 2.972681 -0.658736 -2.402267 -3.18 -2.55 -0.11
C 3.826618 -1.707059 -3.115208 0.28 -0.03 1.26
C 5.018542 -2.086155 -2.299647 -0.34 2.88 1.91
C 4.402706 -2.548182 -0.976063 3.74 -3.10 -2.93
C 3.776334 -1.595285 -0.181914 -1.77 2.01 3.01
N 2.665764 -1.060997 -1.006528 -0.54 -1.09 1.43
O 1.858863 -0.082856 -0.294702 1.62 0.15 -1.00
C 4.723433 -0.558550 0.285825 -0.07 1.64 2.40
C 3.389506 -2.377750 1.092694 -0.32 -2.70 -0.58
C 1.512290 -0.699394 -2.993857 0.98 -0.05 -1.24
H 4.661875 0.716606 -2.497493 -0.21 -0.58 0.62
H 3.204526 1.425782 -1.866546 -0.15 -0.22 -0.66
H 3.489373 0.936521 -3.600724 -0.79 0.48 -0.16
H 4.093935 -1.312360 -4.028489 0.59 1.10 -2.17
H 3.329535 -2.602114 -3.341647 -1.34 -1.20 -0.15
H 5.677010 -1.163937 -2.184090 -0.57 -1.26 0.06
H 5.626950 -2.852569 -2.631751 1.03 -1.50 -1.29
H 5.160458 -3.080901 -0.410364 0.25 0.07 0.30
H 3.712078 -3.310643 -1.245626 -0.85 -0.88 -0.26
H 2.350900 0.789746 -0.363723 -0.82 -0.88 0.67
H 5.346024 -0.220269 -0.481476 1.55 0.18 -0.91
H 5.230957 -0.839995 1.246659 0.09 0.06 -1.30
H 4.223295 0.366029 0.574998 -0.46 -0.04 0.15
H 2.851171 -1.869011 1.828176 -1.26 1.11 0.90
H 4.280855 -2.699964 1.645844 0.21 0.34 -0.53
H 2.903959 -3.412973 0.906416 0.38 1.81 -0.03
H 1.450338 -0.405233 -4.038092 0.51 0.05 -0.37
H 0.903734 0.034451 -2.525613 -0.61 0.35 0.75
H 1.058726 -1.700024 -2.986891 0.24 0.19 0.50
C 2.177549 3.018163 3.159367 2.62 -0.18 1.31
C 1.233150 2.250529 2.376026 -1.32 -0.76 -0.71
C -0.290181 2.347507 2.729631 2.19 3.61 -1.38
C -0.823684 3.689396 2.170676 -0.47 -0.78 -1.71
C -0.572251 3.743072 0.613206 -1.61 -1.06 2.57
C 0.804275 3.535866 0.181639 2.01 -0.06 -0.14
N 1.461557 2.488474 0.945550 -0.09 -1.20 0.36
O 2.865503 2.326025 0.590704 -1.71 -0.90 0.03
C 1.475284 4.898588 0.368503 0.12 1.05 -0.66
C 0.864787 2.958315 -1.234387 0.22 1.77 0.08
C 1.549512 0.846618 2.684497 -4.04 -3.28 -0.99
H 2.183255 4.028443 2.900332 -0.12 1.87 0.27
H 3.194650 2.645087 2.898696 -0.50 0.37 -0.10
H 2.198990 2.806685 4.222244 -0.67 0.39 0.35
H -0.274742 2.341587 3.777538 -0.44 -0.14 1.58
H -0.683317 1.473358 2.341699 -1.47 -1.44 -0.82
H -0.311750 4.517182 2.592247 0.59 0.68 0.86
H -1.894310 3.887526 2.325113 0.23 -0.34 0.14
H -0.921649 4.641151 0.179530 -0.44 1.13 -0.23
H -1.200328 2.998057 0.220507 -0.76 -1.14 -0.76
H 3.272313 3.177258 0.632036 0.57 1.18 0.17
H 1.483728 5.198237 1.442993 0.33 -0.30 -0.88
H 0.857512 5.696214 -0.131444 0.76 -0.76 0.22
H 2.475856 4.906324 -0.111403 -0.32 0.32 0.56
H 1.858605 3.157477 -1.627671 0.03 -0.38 -0.31
H 0.159042 3.489493 -1.841965 -0.41 0.34 -0.62
H 0.598598 1.922469 -1.202610 0.00 -0.49 -0.10
H 1.122234 0.473212 3.629921 0.19 0.52 -0.07
H 2.523097 0.670483 2.690623 4.54 -0.70 0.23
H 1.171237 0.094305 1.904993 0.17 1.33 0.96
C -4.762665 2.856299 -2.737350 -2.93 -0.50 0.54
C -3.593234 3.006959 -1.882613 1.93 1.25 1.05
C -3.916213 3.250077 -0.391172 -1.25 -1.21 -1.26
C -4.101464 1.979694 0.432414 1.03 0.40 -0.80
C -2.981882 0.953949 0.192055 -3.56 0.70 0.15
C -2.828535 0.611233 -1.220100 0.38 -0.96 -2.46
N -2.632251 1.881982 -1.982553 1.45 0.51 1.21
O -1.893540 1.767937 -3.206491 -0.63 0.15 0.02
C -4.066853 -0.161094 -1.700468 -0.34 -1.43 3.32
C -1.525344 -0.262549 -1.320638 -0.41 0.86 -0.74
C -2.873950 4.311859 -2.352300 -0.20 0.88 0.02
H -5.583457 3.587231 -2.532819 0.96 -0.08 -0.45
H -5.278622 1.905678 -2.649198 0.12 -0.30 0.20
H -4.375880 2.889761 -3.701399 0.02 0.29 -2.15
H -4.844870 3.778117 -0.344522 -1.04 0.25 -0.33
H -3.313088 4.012605 0.018750 1.61 0.20 0.72
H -5.101596 1.573261 0.343869 -0.09 -0.11 -0.14
H -3.968860 2.347583 1.401578 -0.20 0.10 2.02
H -3.218799 0.105994 0.785338 -0.07 -1.04 0.41
H -2.123407 1.369197 0.527648 2.85 1.15 1.22
H -1.205389 2.472706 -3.210949 -0.70 -0.67 0.51
H -5.020043 0.226477 -1.278563 0.69 0.08 -0.40
H -4.014164 -1.197443 -1.233240 0.00 0.90 -0.75
H -4.171003 -0.245873 -2.723298 0.02 -0.18 -2.23
H -0.743974 0.347364 -0.883277 0.53 0.36 -0.48
H -1.317027 -0.581348 -2.345471 0.14 0.43 0.10
H -1.451251 -1.160116 -0.728140 -1.06 -0.53 0.51
H -3.478329 5.267087 -2.139359 0.63 -1.57 -0.20
H -2.672249 4.315533 -3.439887 -0.10 -0.08 0.48
H -1.921802 4.415180 -1.813640 -0.19 0.02 -0.16
```
Positions in Å, forces in eV/Å.

Calculated total energy = -1944.3206 Ha
Relative energy (zero: lowest compared OMol25 entry of this formula, charge and spin) = 0.0 kcal/mol
Net charge = +1

These are the Mulliken partial charges, in e, on atoms 1 to 2: number 1, Li, carries 0.626; number 2, C, carries -1.922